The following is a quantum chemistry calculation of a cluster of 2 separate species, C3H10N2O2 in total, from the OMol25 dataset.

Values from the calculation:
Kohn-Sham gap   10.81 eV
HOMO   -10.1123 eV
Total energy   -380.31361 a.u.
SMILES   C[C@@H](N)C(N)=O.O

ORCA input file:
```
! wB97M-V def2-TZVPD RIJCOSX def2/J DEFGRID3
* xyz 0 1
N -1.830 0.709 -0.512
C -0.378 0.287 -0.292
C 0.221 -0.499 -1.458
C -0.147 -0.321 1.087
N -1.291 -0.847 1.592
O 0.898 -0.337 1.705
H -1.992 1.387 0.229
H -1.766 1.234 -1.380
H 0.079 1.280 -0.305
H -0.008 -1.560 -1.334
H 1.300 -0.382 -1.443
H -0.198 -0.147 -2.400
H -1.427 -1.056 2.565
H -2.178 -0.709 1.130
H 3.297 1.006 0.171
H 2.324 -0.121 0.610
O 3.096 0.077 0.035
*
```

Formally, the Löwdin partial charges of the atoms, in units of the elementary charge, are as follows: N 0.01; C -0.34; C -0.04; C -0.50; N 0.17; O 0.05; H 0.07; H 0.07; H 0.14; H 0.09; H 0.06; H 0.08; H 0.11; H 0.09; H 0.03; H -0.01; O -0.08

The following is a quantum chemistry calculation of a cluster of 2 separate species, C3H10N2O2 in total, from the OMol25 dataset.

Values from the calculation:
Kohn-Sham gap   9.39 eV
HOMO   -8.4569 eV
Total energy   -380.13558 a.u.
SMILES   CC(C)=NO.NO

ORCA input file:
```
! wB97M-V def2-TZVPD RIJCOSX def2/J DEFGRID3
* xyz 0 1
C 0.846 -1.110 -0.968
C -0.643 -1.104 1.104
C 0.326 -0.340 0.226
O 2.174 0.995 0.094
N 1.087 0.541 0.912
H 2.780 1.375 0.748
H 0.020 -1.611 -1.479
H 1.361 -0.445 -1.663
H -0.121 -1.926 1.598
H -1.046 -0.451 1.881
H 1.556 -1.869 -0.634
H -1.457 -1.513 0.500
N -0.926 1.282 -0.552
O -2.309 1.736 -0.543
H -2.810 1.007 -0.141
H -0.523 1.764 -1.358
H -0.317 1.671 0.273
*
```

Formally, the Löwdin partial charges of the atoms, in units of the elementary charge, are as follows: C -0.05; C -0.06; C -0.46; O -0.12; N -0.05; H 0.08; H 0.08; H 0.07; H 0.08; H 0.08; H 0.09; H 0.08; N -0.02; O -0.11; H 0.08; H 0.10; H 0.11

The following is a quantum chemistry calculation of a cluster of 2 separate species, C3H10N2O2 in total, from the OMol25 dataset.

Values from the calculation:
Kohn-Sham gap   10.26 eV
HOMO   -9.6437 eV
Total energy   -380.28887 a.u.
SMILES   CC(=O)NCN.O

ORCA input file:
```
! wB97M-V def2-TZVPD RIJCOSX def2/J DEFGRID3
* xyz 0 1
O 0.768 0.810 -0.220
C 0.500 -0.252 0.316
N -0.730 -0.665 0.658
C -2.026 0.207 0.494
N -2.803 -0.474 -0.584
C 1.724 -1.127 0.526
H -0.819 -1.608 1.090
H -2.640 0.250 1.459
H -1.595 1.175 0.047
H -3.191 -1.323 -0.294
H -2.104 -0.614 -1.293
H 2.243 -1.345 -0.424
H 2.547 -0.629 1.098
H 1.495 -2.035 1.111
H 2.218 2.695 -2.113
H 1.955 2.148 -0.709
O 2.460 2.786 -1.164
*
```

Formally, the Löwdin partial charges of the atoms, in units of the elementary charge, are as follows: O 0.01; C -0.56; N 0.05; C -0.16; N 0.00; C -0.01; H 0.15; H 0.13; H 0.13; H 0.03; H 0.06; H 0.09; H 0.10; H 0.07; H 0.05; H -0.06; O -0.07

The following is a quantum chemistry calculation of a cluster of 2 separate species, C3H10N2O2 in total, from the OMol25 dataset.

Values from the calculation:
Kohn-Sham gap   10.20 eV
HOMO   -9.4630 eV
Total energy   -380.30844 a.u.
SMILES   CNC(=O)CN.O

ORCA input file:
```
! wB97M-V def2-TZVPD RIJCOSX def2/J DEFGRID3
* xyz 0 1
N -0.116 -0.547 -1.890
C 1.110 -0.266 -1.087
C 0.682 0.678 0.035
N 0.168 0.067 1.142
C -0.555 0.933 2.076
O 0.675 1.879 -0.150
H -0.359 0.269 -2.421
H 0.178 -1.240 -2.563
H 1.376 -1.215 -0.611
H 1.920 0.135 -1.686
H -0.364 -0.761 0.855
H -1.117 0.251 2.722
H 0.145 1.535 2.642
H -1.328 1.500 1.549
H -1.127 -1.561 -0.764
H -2.236 -2.380 -0.104
O -1.335 -2.063 0.058
*
```

Formally, the Löwdin partial charges of the atoms, in units of the elementary charge, are as follows: N 0.00; C -0.15; C -0.52; N 0.00; C -0.07; O 0.06; H 0.08; H 0.08; H 0.12; H 0.11; H 0.07; H 0.08; H 0.08; H 0.09; H 0.00; H 0.06; O -0.09

The following is a quantum chemistry calculation of a cluster of 2 separate species, C3H10N2O2 in total, from the OMol25 dataset.

Values from the calculation:
Kohn-Sham gap   10.79 eV
HOMO   -9.9302 eV
Total energy   -380.29175 a.u.
SMILES   CCC(=O)O.NN

ORCA input file:
```
! wB97M-V def2-TZVPD RIJCOSX def2/J DEFGRID3
* xyz 0 1
C -3.043 -0.506 -0.124
C -2.106 0.676 0.074
C -0.665 0.228 0.202
N 3.811 0.125 -0.167
N 2.481 -0.240 0.191
O -0.315 -0.877 0.538
O 0.191 1.196 -0.095
H -2.871 -1.245 0.652
H -2.861 -0.980 -1.085
H -4.081 -0.188 -0.085
H -2.176 1.388 -0.748
H -2.354 1.211 0.994
H 4.448 -0.672 -0.179
H 3.798 0.527 -1.101
H 2.471 -0.417 1.195
H 2.141 -1.088 -0.270
H 1.132 0.863 0.010
*
```

Formally, the Löwdin partial charges of the atoms, in units of the elementary charge, are as follows: C -0.10; C -0.16; C -0.56; N -0.07; N -0.10; O 0.07; O 0.07; H 0.07; H 0.08; H 0.07; H 0.11; H 0.12; H 0.07; H 0.07; H 0.10; H 0.09; H 0.07

The following is a quantum chemistry calculation of a cluster of 2 separate species, C3H10N2O2 in total, from the OMol25 dataset.

Values from the calculation:
Kohn-Sham gap (spin up / spin down)   10.73 / 4.59 eV
HOMO (spin up / spin down)   -14.1609 / -14.1493 eV
Total energy   -379.93128 a.u.

ORCA input file:
```
! wB97M-V def2-TZVPD RIJCOSX def2/J DEFGRID3
* xyz 1 2
O 1.003 0.268 0.884
C 0.055 -0.490 0.770
N -0.524 -0.530 -0.520
C 0.413 0.090 -1.524
N 0.074 -0.415 -2.888
C -0.201 -1.542 1.863
H -1.043 -1.381 -0.736
H 0.312 1.155 -1.443
H 1.449 -0.147 -1.247
H -0.709 0.066 -3.211
H 0.210 -1.404 -3.045
H 0.708 -2.158 1.961
H -0.312 -1.121 2.791
H -1.193 -2.108 1.685
H 0.377 3.857 1.415
H -0.191 2.462 1.751
O -0.427 3.397 1.495
*
```

Formally, the Löwdin partial charges of the atoms, in units of the elementary charge, are as follows: O 0.13; C -0.42; N 0.11; C -0.14; N 0.28; C 0.05; H 0.15; H 0.13; H 0.15; H 0.11; H 0.14; H 0.12; H 0.06; H 0.13; H 0.00; H 0.04; O -0.05

The following is a quantum chemistry calculation of a cluster of 2 separate species, C3H10N2O3 in total, from the OMol25 dataset.

Values from the calculation:
Kohn-Sham gap   9.92 eV
HOMO   -10.0087 eV
Total energy   -455.46345 a.u.
SMILES   C/N=N/C.OC(O)O

ORCA input file:
```
! wB97M-V def2-TZVPD RIJCOSX def2/J DEFGRID3
* xyz 0 1
C 0.371 -1.154 -1.059
O -0.634 -1.872 -1.717
O 1.582 -1.218 -1.750
O 0.499 -1.506 0.243
H 0.299 -0.586 0.912
H -0.651 -2.765 -1.349
H 1.898 -2.132 -1.703
H 0.061 -0.069 -1.129
C 1.350 1.563 1.189
C -2.031 0.703 0.335
N -0.741 1.341 0.310
N 0.102 0.842 1.100
H 1.240 2.605 0.882
H 2.072 1.051 0.548
H 1.692 1.513 2.223
H -2.721 1.367 0.857
H -2.368 0.603 -0.697
H -2.019 -0.285 0.806
*
```

Formally, the Löwdin partial charges of the atoms, in units of the elementary charge, are as follows: C -0.65; O 0.02; O 0.02; O -0.06; H 0.11; H 0.10; H 0.10; H 0.13; C -0.07; C -0.09; N -0.02; N -0.11; H 0.08; H 0.09; H 0.08; H 0.09; H 0.09; H 0.09

The following is a quantum chemistry calculation of a structure of composition C3H10N2P2, from the OMol25 dataset.

Values from the calculation:
Kohn-Sham gap   9.19 eV
HOMO   -8.6324 eV
Total energy   -912.44781 a.u.

ORCA input file:
```
! wB97M-V def2-TZVPD RIJCOSX def2/J DEFGRID3
* xyz 0 1
C 2.886 -0.859 0.226
C -1.262 1.749 0.205
C -1.519 -1.084 -0.491
N 0.924 0.189 -1.087
N 0.415 -0.111 1.493
P 2.514 0.588 -0.498
P -0.227 0.209 0.107
H -0.343 -0.365 2.132
H 3.826 -1.029 0.660
H 2.099 -1.521 0.226
H -2.188 1.483 0.765
H -0.632 2.377 0.764
H -1.803 1.983 -0.759
H -1.754 -1.260 -1.543
H -0.959 -2.046 -0.149
H -2.462 -0.585 -0.047
H 0.485 0.282 -2.007
*
```

Formally, the Löwdin partial charges of the atoms, in units of the elementary charge, are as follows: C -0.33; C -0.21; C -0.20; N -0.45; N -0.24; P 0.78; P 0.43; H -0.01; H -0.03; H -0.05; H 0.04; H 0.01; H 0.06; H 0.01; H 0.07; H 0.05; H 0.06

The following is a quantum chemistry calculation of a cluster of 2 separate species, C3H10N2S in total, from the OMol25 dataset.

Values from the calculation:
Kohn-Sham gap (spin up / spin down)   7.21 / 8.44 eV
HOMO (spin up / spin down)   -8.4126 / -8.4587 eV
Total energy   -627.75778 a.u.

ORCA input file:
```
! wB97M-V def2-TZVPD RIJCOSX def2/J DEFGRID3
* xyz 0 1
C 2.070 -1.341 0.390
C -0.094 1.997 0.699
C -2.051 -1.271 -0.188
N 0.578 0.921 -1.720
N 1.377 -0.084 0.664
S 0.227 0.447 -0.319
H 1.466 -2.396 0.300
H 2.864 -1.384 1.098
H 2.537 -1.261 -0.652
H 0.712 2.773 0.456
H -1.152 2.264 0.361
H 0.081 1.453 1.637
H -1.777 -1.018 0.756
H -2.460 -0.647 -0.922
H -1.918 -2.336 -0.540
H 0.265 0.293 -2.487
*
```

Formally, the Löwdin partial charges of the atoms, in units of the elementary charge, are as follows: C -0.22; C -0.20; C 0.05; N -0.33; N -0.35; S 0.74; H 0.12; H 0.04; H 0.07; H 0.08; H 0.06; H 0.02; H -0.07; H -0.03; H 0.02; H 0.00

The following is a quantum chemistry calculation of an isolated molecule of C3H10N2S2, from the OMol25 dataset.

Values from the calculation:
Kohn-Sham gap   9.09 eV
HOMO   -8.3599 eV
Total energy   -1026.13787 a.u.
SMILES   NC[C@@H](N)CSS

ORCA input file:
```
! wB97M-V def2-TZVPD RIJCOSX def2/J DEFGRID3
* xyz 0 1
S -0.249 -2.444 0.245
S -1.606 -0.929 0.152
C -0.610 0.373 0.850
C 0.424 0.922 -0.159
C 0.629 2.347 -0.104
N 1.384 2.966 -1.241
N 1.634 0.004 -0.265
H -0.915 -3.481 0.953
H -1.301 1.164 1.069
H -0.222 -0.094 1.902
H -0.090 0.791 -1.194
H -0.409 2.769 -0.166
H 1.146 2.605 0.823
H 0.948 3.801 -1.576
H 2.360 3.170 -0.978
H 2.382 0.429 -0.920
H 1.998 0.157 0.758
*
```

Formally, the Löwdin partial charges of the atoms, in units of the elementary charge, are as follows: S 0.28; S 0.42; C -0.58; C -0.55; C -0.29; N 0.00; N -0.01; H -0.15; H 0.05; H 0.12; H 0.14; H 0.13; H 0.12; H 0.05; H 0.07; H 0.09; H 0.10

The following is a quantum chemistry calculation of the ion C3H10N3 with charge +1, from the OMol25 dataset.

Values from the calculation:
Kohn-Sham gap   10.97 eV
HOMO   -14.0064 eV
Total energy   -284.24807 a.u.
SMILES   CN[C@@H]1[NH2+][C@@H]1N

ORCA input file:
```
! wB97M-V def2-TZVPD RIJCOSX def2/J DEFGRID3
* xyz 1 1
C -0.301 -0.734 -0.747
C 0.731 0.310 -0.976
C -1.696 0.430 1.052
N 1.098 1.459 -0.222
N 1.391 -0.977 -0.365
N -1.118 -0.748 0.393
H -0.510 -1.408 -1.587
H 1.180 0.482 -2.009
H -1.598 0.352 2.108
H -0.973 1.243 0.765
H -2.702 0.610 0.740
H 0.810 1.381 0.744
H 1.649 -1.040 0.649
H 1.851 -1.794 -0.886
H -1.711 -1.562 0.530
H 1.898 1.994 -0.191
*
```

Formally, the Löwdin partial charges of the atoms, in units of the elementary charge, are as follows: C -0.08; C -0.25; C -0.04; N 0.09; N 0.10; N -0.04; H 0.16; H 0.18; H 0.08; H 0.08; H 0.09; H 0.08; H 0.16; H 0.17; H 0.14; H 0.08

The following is a quantum chemistry calculation of the ion C3H10N3 with charge +1, from the OMol25 dataset.

Values from the calculation:
Kohn-Sham gap (spin up / spin down)   8.48 / 8.52 eV
HOMO (spin up / spin down)   -12.5097 / -12.2803 eV
Total energy   -284.15446 a.u.

ORCA input file:
```
! wB97M-V def2-TZVPD RIJCOSX def2/J DEFGRID3
* xyz 1 1
C -1.477 0.289 -0.671
C -1.442 0.822 0.715
C -0.098 -0.392 -0.588
N 0.221 -1.662 0.116
N 1.036 0.332 -0.814
N 1.755 0.737 0.429
H -2.220 -0.479 -0.844
H -1.549 1.021 -1.361
H -0.956 1.727 0.842
H -1.424 0.170 1.601
H 0.602 -2.446 -0.489
H -0.508 -1.945 0.600
H 0.782 1.084 -1.479
H 2.750 0.534 0.353
H 0.964 -1.476 0.797
H 1.566 1.684 0.793
*
```

Formally, the Löwdin partial charges of the atoms, in units of the elementary charge, are as follows: C -0.18; C 0.09; C -0.26; N 0.27; N -0.06; N 0.03; H 0.12; H 0.08; H 0.04; H 0.08; H 0.21; H 0.09; H 0.15; H 0.08; H 0.16; H 0.10

The following is a quantum chemistry calculation of a cluster of 2 separate species, C3H10N3 in total, from the OMol25 dataset.

Values from the calculation:
Kohn-Sham gap (spin up / spin down)   7.06 / 5.67 eV
HOMO (spin up / spin down)   -10.1386 / -14.4240 eV
Total energy   -284.02967 a.u.

ORCA input file:
```
! wB97M-V def2-TZVPD RIJCOSX def2/J DEFGRID3
* xyz 1 3
C 2.498 -0.031 -0.236
C 1.493 0.945 0.362
C 1.179 -0.395 -0.097
N 0.316 -1.309 -0.150
N -1.816 0.774 -0.477
N -2.171 -0.519 0.090
H 2.981 0.088 -1.181
H 3.230 -0.283 0.551
H 1.333 1.136 1.418
H 1.313 1.933 -0.065
H -1.862 1.370 0.345
H -2.869 -0.940 -0.532
H -2.680 1.090 -0.887
H -2.712 -0.420 0.984
H -0.695 -1.040 0.121
H 0.461 -2.398 -0.247
*
```

Formally, the Löwdin partial charges of the atoms, in units of the elementary charge, are as follows: C -0.04; C 0.00; C -0.36; N 0.15; N 0.04; N -0.03; H 0.12; H 0.15; H 0.12; H 0.11; H 0.10; H 0.13; H 0.10; H 0.15; H 0.05; H 0.21

The following is a quantum chemistry calculation of the ion C3H10N3 with charge +2, from the OMol25 dataset.

Values from the calculation:
Kohn-Sham gap (spin up / spin down)   12.28 / 7.14 eV
HOMO (spin up / spin down)   -21.4291 / -21.2133 eV
Total energy   -283.82378 a.u.

ORCA input file:
```
! wB97M-V def2-TZVPD RIJCOSX def2/J DEFGRID3
* xyz 2 2
C -2.260 0.436 -0.315
C -0.783 1.017 -0.255
N 0.287 0.196 -0.637
C 1.106 -0.517 0.266
N 1.530 -1.735 -0.006
N 1.571 0.167 1.298
H -2.582 0.099 -1.298
H -2.918 1.217 0.071
H -2.256 -0.478 0.295
H -0.780 1.862 -0.971
H -0.611 1.211 0.800
H 0.279 -0.249 -1.564
H 1.054 -2.262 -0.730
H 2.534 -1.946 0.025
H 2.382 -0.194 1.794
H 1.447 1.175 1.228
*
```

Formally, the Löwdin partial charges of the atoms, in units of the elementary charge, are as follows: C 0.06; C -0.12; N 0.22; C -0.32; N 0.27; N 0.31; H 0.10; H 0.12; H 0.11; H 0.20; H 0.14; H 0.21; H 0.16; H 0.18; H 0.18; H 0.17

The following is a quantum chemistry calculation of the ion C3H10N3O with charge +1, from the OMol25 dataset.

Values from the calculation:
Kohn-Sham gap   10.81 eV
HOMO   -13.9032 eV
Total energy   -359.52764 a.u.
SMILES   C[C@](N)(O)C(N)=[NH2+]

ORCA input file:
```
! wB97M-V def2-TZVPD RIJCOSX def2/J DEFGRID3
* xyz 1 1
C -0.119 0.216 0.312
C -0.995 1.823 0.458
C 0.412 -0.715 -0.968
N -0.953 -0.545 1.166
N 0.434 -1.969 -0.743
N 1.089 -0.228 -1.963
O 1.166 0.468 0.793
H -2.101 1.664 0.395
H -0.661 2.523 -0.310
H -0.691 2.268 1.387
H -1.796 -0.133 1.477
H -0.514 -0.869 1.931
H -0.050 -2.281 0.168
H 0.998 -2.613 -1.193
H 1.116 0.562 1.762
H 1.646 -0.918 -2.453
H 1.019 0.747 -2.221
*
```

Formally, the Löwdin partial charges of the atoms, in units of the elementary charge, are as follows: C -0.40; C 0.06; C -0.27; N 0.09; N 0.22; N 0.23; O 0.00; H 0.08; H 0.05; H 0.06; H 0.08; H 0.05; H 0.18; H 0.12; H 0.13; H 0.15; H 0.15